Molecular formula: C25H46BNO10S
Method: DFT, ωB97M-V/def2-TZVPD

```
84
Properties=species:S:1:pos:R:3:forces:R:3:lowdin_charge:R:1
S 5.138 -2.212 -0.946 -0.591 0.320 -0.429 0.77
B 5.180 -0.410 -1.180 0.346 -0.560 1.043 -0.48
C 5.576 0.431 0.115 -0.974 -0.867 -2.103 -0.35
C 4.551 0.848 0.934 -0.522 0.353 0.802 -0.05
C 4.888 1.540 2.077 -0.546 -0.372 -0.382 -0.07
C 6.225 1.740 2.271 0.658 1.351 2.061 -0.10
C 7.185 1.325 1.396 0.343 -0.478 -0.645 -0.14
N 6.873 0.654 0.288 0.341 0.230 0.333 0.10
H 4.819 -2.296 0.369 0.536 0.263 -0.128 -0.15
H 4.931 0.085 -2.225 0.273 -0.154 -0.206 0.03
H 3.512 0.623 0.715 0.110 -0.061 -0.192 0.12
H 4.143 1.875 2.788 0.084 0.046 -0.010 0.11
H 6.545 2.271 3.166 0.020 -0.072 -0.110 0.10
H 8.239 1.503 1.593 -0.100 0.023 -0.061 0.11
C 4.329 4.580 -2.280 -0.166 0.042 0.103 -0.06
C 4.185 3.298 -3.074 0.123 0.306 0.021 -0.23
O 3.258 2.401 -2.458 0.010 -0.465 0.053 -0.01
C 1.931 2.430 -2.664 -0.326 0.127 0.089 -0.51
C 1.316 3.637 -3.335 0.024 -0.151 -0.450 0.02
O 1.243 1.531 -2.242 0.658 0.181 -0.334 0.08
H 3.388 5.131 -2.234 0.024 0.030 -0.079 0.07
H 5.085 5.225 -2.729 0.007 -0.026 0.000 0.08
H 4.620 4.356 -1.254 0.075 -0.039 -0.047 0.08
H 3.916 3.482 -4.116 -0.089 0.006 0.031 0.11
H 5.139 2.770 -3.087 -0.110 -0.156 0.066 0.12
H 1.036 4.363 -2.571 0.032 -0.003 0.011 0.10
H 0.420 3.315 -3.862 -0.065 -0.034 0.194 0.09
H 1.961 4.111 -4.071 0.084 0.108 0.154 0.07
C 0.113 -4.596 2.194 0.135 -0.078 0.137 -0.06
C 0.968 -3.880 1.168 -0.231 -0.087 0.185 -0.23
O 2.199 -3.412 1.753 0.321 0.189 -0.126 0.00
C 3.300 -4.179 1.845 0.115 -0.370 0.212 -0.53
C 3.185 -5.672 1.623 0.075 0.012 -0.451 0.01
O 4.357 -3.692 2.171 -0.478 0.207 -0.143 0.07
H 0.608 -5.488 2.580 -0.034 -0.060 -0.064 0.06
H -0.839 -4.893 1.754 0.014 0.033 -0.029 0.08
H -0.080 -3.944 3.047 -0.043 0.045 -0.063 0.08
H 1.163 -4.489 0.288 0.051 -0.003 -0.015 0.11
H 0.443 -2.995 0.819 0.220 0.081 -0.022 0.10
H 2.987 -6.159 2.577 -0.027 0.019 0.003 0.09
H 4.135 -6.032 1.234 0.068 0.074 0.196 0.09
H 2.424 -5.957 0.903 -0.175 -0.002 0.115 0.07
C -0.621 1.843 0.042 -0.348 0.258 0.011 -0.06
C -0.093 2.754 1.130 -0.135 -0.374 -0.071 -0.22
O -0.359 4.134 0.841 0.284 0.301 0.075 0.00
C -1.501 4.765 1.170 -0.253 0.191 -0.127 -0.53
C -2.694 3.945 1.594 0.032 -0.043 0.515 0.01
O -1.570 5.964 1.056 0.178 -0.401 -0.013 0.10
H -1.708 1.905 -0.044 -0.027 -0.065 0.166 0.07
H -0.351 0.806 0.246 0.058 0.010 -0.041 0.09
H -0.204 2.131 -0.920 -0.020 -0.133 0.162 0.05
H -0.469 2.485 2.119 -0.060 0.082 -0.012 0.11
H 0.993 2.671 1.176 -0.002 0.182 -0.023 0.12
H -3.290 3.705 0.715 0.024 -0.051 -0.017 0.09
H -3.294 4.544 2.276 -0.025 0.123 -0.179 0.09
H -2.437 3.029 2.121 0.011 -0.107 -0.201 0.07
C -6.293 -1.464 3.871 -0.030 -0.112 -0.146 -0.06
C -5.745 -0.119 3.444 -0.197 -0.156 0.168 -0.23
O -5.015 -0.213 2.216 0.330 0.224 -0.100 0.00
C -5.585 -0.130 0.999 -0.094 -0.158 -0.295 -0.52
C -7.087 -0.245 0.879 -0.116 0.464 0.049 0.01
O -4.881 -0.036 0.024 -0.098 -0.003 0.417 0.09
H -7.007 -1.855 3.146 -0.060 0.059 0.044 0.07
H -6.792 -1.385 4.838 0.018 0.011 -0.004 0.08
H -5.485 -2.193 3.951 0.024 0.060 0.064 0.08
H -6.523 0.643 3.376 -0.014 -0.036 -0.072 0.11
H -5.028 0.234 4.184 0.106 0.019 -0.144 0.12
H -7.353 -1.292 0.734 0.007 -0.001 0.037 0.10
H -7.403 0.324 0.007 0.109 -0.150 -0.100 0.09
H -7.631 0.155 1.731 0.020 -0.185 0.079 0.07
C -3.141 -1.396 -4.549 0.065 0.132 0.114 -0.06
C -2.997 -2.825 -4.068 -0.149 0.230 -0.100 -0.24
O -1.816 -2.998 -3.280 0.236 -0.364 0.006 0.00
C -1.763 -2.766 -1.953 0.110 0.250 0.249 -0.50
C -2.891 -2.010 -1.294 -0.203 -0.477 0.071 0.00
O -0.784 -3.111 -1.337 -0.290 -0.014 -0.319 0.10
H -3.251 -0.702 -3.715 -0.087 -0.034 0.003 0.07
H -4.012 -1.296 -5.198 0.010 -0.021 -0.001 0.08
H -2.252 -1.093 -5.103 -0.025 -0.069 -0.045 0.08
H -3.880 -3.170 -3.527 0.029 0.049 0.060 0.11
H -2.877 -3.488 -4.924 0.146 -0.054 0.089 0.12
H -2.671 -0.944 -1.301 -0.030 0.012 -0.014 0.09
H -2.969 -2.345 -0.262 0.175 0.141 0.028 0.09
H -3.861 -2.183 -1.753 0.024 0.201 -0.102 0.07
```
Positions in Å, forces in eV/Å.

Max |F| ... 0.04960 Eh/bohr
HOMO-LUMO gap ... 9.27 eV
E_HOMO ... -8.94 eV
Structure (SMILES) ... SBc1ccccn1.CCOC(C)=O.CCOC(C)=O.CCOC(C)=O.CCOC(C)=O.CCOC(C)=O
Electronic energy ... -2210.39336 Eh

=====

Molecular formula: C2H4N2O
Method: DFT, ωB97M-V/def2-TZVPD

```
9
Properties=species:S:1:pos:R:3:forces:R:3:nbo_charge:R:1
H -1.373 1.950 0.914 0.036 -0.157 -0.027 0.35
N -0.655 1.441 0.407 -0.075 -0.345 0.064 -0.68
C -0.698 0.197 0.652 -0.032 0.343 0.093 0.28
N 0.181 -0.698 0.064 0.086 -0.178 -0.163 -0.64
C 1.035 -0.387 -0.975 0.174 -0.066 -0.113 0.54
O 1.830 -1.177 -1.429 -0.340 0.275 0.159 -0.56
H -1.389 -0.303 1.339 0.010 0.141 -0.036 0.16
H 0.181 -1.664 0.358 -0.009 0.084 0.047 0.41
H 0.888 0.642 -1.331 0.151 -0.095 -0.024 0.15
```
Positions in Å, forces in eV/Å.

Max |F| ... 0.00905 Eh/bohr
ΔE to the lowest compared entry with this formula, charge and spin ... 1.4 kcal per mole
HOMO-LUMO gap ... 10.83 eV
E_HOMO ... -10.09 eV
Structure (SMILES) ... [H]/N=C/NC=O
Electronic energy ... -263.36111 Eh

=====

Molecular formula: C4H6O2
Method: DFT, ωB97M-V/def2-TZVPD

```
12
Properties=species:S:1:pos:R:3:forces:R:3:nbo_charge:R:1
C -1.015 -0.694 0.383 -0.593 -2.112 -0.462 -0.49
C 0.184 -1.152 -0.004 -0.521 -0.151 0.191 -0.11
C 1.022 -0.203 -0.770 0.571 -0.268 0.733 -0.13
O 0.292 0.970 -1.004 -0.715 0.393 1.461 -0.56
C -0.324 1.437 0.286 1.795 1.677 -1.545 0.62
O 0.273 1.662 1.302 -0.417 -0.711 -0.970 -0.55
H -1.664 -0.293 -0.383 0.188 1.031 0.243 0.24
H -1.524 -1.097 1.233 -0.253 -0.485 0.261 0.21
H 0.684 -2.012 0.440 -0.007 0.309 0.251 0.21
H 1.597 -0.584 -1.625 -0.437 0.398 0.003 0.22
H 1.725 -0.017 0.058 0.614 0.317 -0.374 0.20
H -1.229 1.966 -0.035 -0.226 -0.400 0.207 0.14
```
Positions in Å, forces in eV/Å.

Max |F| ... 0.05644 Eh/bohr
ΔE to the lowest compared entry with this formula, charge and spin ... 69.2 kcal per mole
HOMO-LUMO gap ... 9.87 eV
E_HOMO ... -9.50 eV
Structure (SMILES) ... C=CCOC=O
Electronic energy ... -306.39604 Eh

=====

Molecular formula: C7H14O3
Method: DFT, ωB97M-V/def2-TZVPD

```
24
Properties=species:S:1:pos:R:3:forces:R:3:nbo_charge:R:1
C 0.322 -0.867 1.654 0.246 0.001 0.134 -0.38
C -0.013 -0.436 0.453 -1.807 0.128 -0.930 -0.04
C -1.485 -0.520 -0.112 0.781 -0.637 0.875 0.07
C -2.437 -1.262 0.819 0.106 0.129 -0.334 -0.64
O -1.996 0.762 -0.425 -0.105 0.333 -0.064 -0.72
C 0.938 0.256 -0.485 1.424 0.253 0.473 0.22
C 0.780 -0.153 -1.948 0.206 -0.025 0.416 -0.63
C 0.867 1.778 -0.332 0.323 -0.212 -0.092 -0.64
O 2.336 -0.219 -0.210 -0.509 0.011 -0.810 -0.30
O 2.936 0.303 0.969 -0.332 0.286 0.346 -0.46
H 1.333 -0.766 2.011 0.102 -0.042 0.032 0.23
H -0.377 -1.320 2.335 -0.236 -0.124 -0.006 0.20
H -1.470 -1.049 -1.071 0.132 0.055 0.155 0.18
H -2.499 -0.767 1.788 -0.006 0.002 0.101 0.20
H -2.113 -2.289 0.961 0.020 -0.104 0.101 0.22
H -3.430 -1.271 0.372 -0.027 0.004 -0.002 0.22
H -2.157 1.227 0.405 0.038 0.011 -0.032 0.47
H -0.153 0.237 -2.341 -0.064 0.018 -0.071 0.23
H 1.617 0.252 -2.514 -0.030 0.071 -0.058 0.23
H 0.799 -1.236 -2.039 -0.042 -0.118 -0.071 0.22
H -0.064 2.151 -0.747 -0.103 -0.031 0.114 0.24
H 1.683 2.234 -0.891 0.123 0.022 -0.055 0.21
H 0.961 2.060 0.715 -0.072 0.039 0.011 0.22
H 3.623 0.896 0.634 -0.168 -0.070 -0.233 0.46
```
Positions in Å, forces in eV/Å.

Max |F| ... 0.03961 Eh/bohr
ΔE to the lowest compared entry with this formula, charge and spin ... 94.5 kcal per mole
HOMO-LUMO gap ... 10.41 eV
E_HOMO ... -9.60 eV
Structure (SMILES) ... C=C([C@@H](C)O)C(C)(C)OO
Electronic energy ... -500.71261 Eh

=====

Molecular formula: C4H12BeIO7P2
Method: DFT, ωB97M-V/def2-TZVPD

```
27
Properties=species:S:1:pos:R:3:forces:R:3:nbo_charge:R:1
Be 1.320 0.719 -0.956 0.127 0.001 -0.178 1.60
C -2.031 -1.664 1.609 -0.018 0.049 -0.024 -0.62
C -0.876 -1.033 0.850 -0.113 -0.060 0.079 -0.49
O 0.275 -1.852 1.011 0.073 -0.014 -0.069 -0.73
P -0.426 0.634 1.446 0.192 -0.099 -0.093 2.38
O -0.224 0.604 3.023 0.011 0.012 0.090 -0.98
O -1.697 1.532 1.295 -0.133 0.073 -0.108 -1.01
O 0.833 1.030 0.759 -0.272 0.072 0.062 -1.17
P -1.230 -0.699 -0.924 0.253 -0.031 -0.043 2.37
O -1.794 -2.109 -1.455 -0.101 -0.069 0.002 -1.00
O -2.279 0.367 -0.989 0.004 0.061 0.055 -1.16
O 0.136 -0.467 -1.524 -0.225 0.168 0.038 -1.22
H -1.783 -1.754 2.668 0.017 0.004 0.001 0.22
H -2.219 -2.659 1.205 0.006 -0.002 -0.010 0.23
H -2.933 -1.064 1.504 -0.007 0.003 0.003 0.23
H 0.935 -1.556 0.360 0.023 -0.022 0.026 0.51
H 0.720 0.544 3.220 -0.006 -0.017 0.001 0.52
H -2.101 1.320 0.393 0.071 -0.010 0.077 0.55
H -1.872 -2.117 -2.415 0.053 -0.015 0.005 0.50
I 2.333 3.837 -1.142 -0.017 -0.030 -0.017 -0.11
C 0.994 2.249 -1.829 0.002 0.062 0.072 -1.13
H 1.162 2.261 -2.908 0.027 -0.047 0.004 0.18
H 0.013 2.700 -1.657 -0.031 -0.018 -0.006 0.19
C 2.899 -0.071 -0.892 -0.007 -0.018 0.030 -1.39
H 3.369 -0.112 -1.882 0.013 -0.023 -0.039 0.19
H 2.884 -1.110 -0.528 0.025 -0.048 0.024 0.17
H 3.594 0.473 -0.241 0.034 0.016 0.015 0.20
```
Positions in Å, forces in eV/Å.

Max |F| ... 0.00561 Eh/bohr
HOMO-LUMO gap ... 7.49 eV
E_HOMO ... -4.59 eV
Net charge ... -1
Electronic energy ... -1681.82575 Eh

=====

Molecular formula: C4H11N3
Method: DFT, ωB97M-V/def2-TZVPD

```
18
Properties=species:S:1:pos:R:3:forces:R:3:nbo_charge:R:1
H -1.520 -1.133 2.851 -0.172 -0.023 -0.017 0.33
N -1.235 -1.782 2.126 0.098 -0.053 0.126 -0.73
C 0.012 -1.633 1.924 -0.437 0.009 -0.046 0.28
N 0.715 -2.367 1.028 -0.002 -0.039 0.150 -0.81
H 0.613 -0.892 2.449 0.179 0.022 -0.010 0.14
H 1.666 -2.136 0.874 0.495 -0.023 -0.194 0.39
H 0.295 -3.101 0.488 -0.187 0.097 -0.002 0.40
C -0.259 1.647 0.744 -0.304 0.047 -0.547 -0.39
C -0.551 1.494 -0.543 0.226 0.236 0.489 -0.17
C 0.466 1.199 -1.595 -0.168 -1.028 -0.448 -0.26
N -0.051 0.159 -2.528 -0.143 0.623 0.077 -0.82
H -1.032 1.932 1.445 0.100 -0.083 0.146 0.20
H 0.755 1.517 1.092 0.075 0.007 0.171 0.19
H -1.577 1.641 -0.869 0.003 -0.029 -0.091 0.19
H 0.749 2.120 -2.113 0.045 0.076 0.028 0.18
H 1.351 0.744 -1.147 0.114 0.374 0.164 0.19
H 0.549 0.113 -3.343 0.105 -0.078 -0.004 0.35
H -0.947 0.478 -2.884 -0.028 -0.134 0.007 0.34
```
Positions in Å, forces in eV/Å.

Max |F| ... 0.02206 Eh/bohr
ΔE to the lowest compared entry with this formula, charge and spin ... 46.7 kcal per mole
HOMO-LUMO gap ... 9.96 eV
E_HOMO ... -8.98 eV
Structure (SMILES) ... [H]/N=C/N.C=CCN
Electronic energy ... -323.23207 Eh